1.
119
Properties=species:S:1:pos:R:3:forces:R:3 method="wB97M-V/def2-TZVPD" de_lowest_kcal_mol=14.2 s_squared=0.934 lumo_energy_ev="-0.6 / 0.2" largest_force_ha_per_bohr=0.0429 multiplicity=2 homo_lumo_gap_ev="6.380 / 7.476"
Ru 0.368 -0.341 -0.924 1.25 1.07 -1.47
O -1.773 -2.257 0.191 -0.16 -0.30 -0.10
C -1.545 -2.975 1.332 0.47 -0.27 0.64
C -2.555 -3.555 2.095 -0.17 0.12 -0.09
C -2.225 -4.316 3.202 0.01 0.03 -0.04
C -0.899 -4.490 3.565 0.09 -0.09 0.10
C 0.089 -3.839 2.854 -0.19 -0.05 0.06
C -0.217 -3.051 1.752 -0.20 0.37 -0.42
P 1.130 -2.151 0.809 -0.98 -0.89 -0.16
C 1.700 -3.720 0.043 0.06 0.15 -0.04
C 2.602 -4.612 0.612 -0.04 0.04 0.02
C 2.939 -5.776 -0.058 0.10 -0.08 0.14
C 2.374 -6.070 -1.288 0.01 -0.10 -0.11
C 1.464 -5.194 -1.853 -0.02 -0.12 0.08
C 1.125 -4.030 -1.188 -0.11 0.18 0.05
C 2.068 -1.758 2.334 0.06 0.27 -0.21
C 3.414 -2.037 2.529 -0.08 0.03 -0.15
C 4.025 -1.726 3.731 0.12 0.00 0.18
C 3.311 -1.108 4.743 0.05 -0.03 0.03
C 1.978 -0.783 4.540 0.02 0.09 0.15
C 1.364 -1.104 3.347 -0.04 0.00 -0.12
C -2.864 -2.528 -0.593 -0.50 0.02 -0.35
C -3.439 -3.784 -0.716 0.26 -0.03 0.09
C -4.573 -3.930 -1.495 0.00 0.03 0.02
C -5.124 -2.833 -2.135 -0.17 -0.06 -0.16
C -4.496 -1.600 -2.075 0.02 -0.01 0.14
C -3.343 -1.439 -1.323 0.70 -0.20 0.18
P -2.257 0.054 -1.173 0.35 0.24 1.13
C -3.040 0.569 0.400 0.24 0.07 -0.05
C -4.370 0.959 0.509 0.14 0.04 0.04
C -4.921 1.191 1.758 -0.16 0.10 0.03
C -4.163 1.015 2.905 0.03 0.03 0.08
C -2.839 0.619 2.800 -0.03 0.04 0.14
C -2.282 0.400 1.552 0.17 0.00 -0.05
C -3.026 1.064 -2.483 0.35 -0.03 -0.26
C -3.428 2.380 -2.256 -0.10 -0.11 0.17
C -3.920 3.154 -3.296 -0.09 0.07 0.02
C -4.003 2.626 -4.576 0.05 -0.13 -0.09
C -3.592 1.322 -4.809 -0.14 0.16 -0.17
C -3.113 0.542 -3.773 0.06 0.02 0.15
H -3.592 -3.419 1.822 0.01 -0.01 -0.02
H -3.007 -4.784 3.780 -0.13 -0.03 0.05
H -0.632 -5.118 4.403 -0.04 -0.01 0.06
H 1.121 -3.942 3.159 0.05 -0.02 0.05
H 3.044 -4.411 1.576 0.03 0.00 0.05
H 3.648 -6.463 0.384 0.01 -0.01 0.04
H 2.643 -6.985 -1.796 0.03 -0.04 -0.06
H 1.013 -5.412 -2.810 -0.03 -0.01 -0.08
H 0.422 -3.344 -1.643 0.00 0.04 -0.04
H 3.984 -2.469 1.724 0.08 -0.04 -0.05
H 5.067 -1.970 3.877 0.10 -0.01 0.01
H 3.793 -0.876 5.681 0.03 0.04 0.09
H 1.421 -0.279 5.318 -0.07 0.02 0.03
H 0.326 -0.838 3.192 -0.06 -0.06 0.02
H -3.003 -4.635 -0.212 -0.02 -0.01 0.02
H -5.028 -4.905 -1.586 -0.05 -0.04 -0.02
H -6.034 -2.943 -2.705 -0.08 -0.01 -0.07
H -4.921 -0.756 -2.598 -0.01 -0.02 -0.08
H -4.971 1.092 -0.379 -0.11 -0.05 -0.07
H -5.949 1.516 1.838 -0.08 -0.01 0.00
H -4.603 1.195 3.877 -0.02 0.00 0.03
H -2.239 0.495 3.693 0.02 -0.05 0.02
H -1.239 0.109 1.450 -0.12 0.04 0.07
H -3.348 2.781 -1.255 0.06 0.10 -0.02
H -4.245 4.169 -3.113 -0.01 0.06 0.07
H -4.384 3.222 -5.391 -0.05 0.11 -0.07
H -3.651 0.907 -5.805 -0.01 -0.05 -0.11
H -2.777 -0.469 -3.950 -0.03 0.01 -0.08
Cl -0.688 -1.487 -3.057 0.77 0.24 0.78
F -1.009 1.835 -1.058 -0.16 0.28 -0.19
O 2.241 -1.456 -2.206 -1.41 0.63 0.10
C 3.154 -1.628 -1.405 1.67 -0.53 -0.32
O 3.126 -1.449 -0.172 0.22 0.48 0.70
H 4.134 -1.994 -1.815 -0.45 0.12 0.07
C 4.475 2.612 2.072 -0.22 -0.13 0.12
C 3.318 1.860 2.731 0.29 -0.04 -0.18
N 2.051 2.551 2.571 0.12 -0.04 -0.05
C 1.860 3.674 3.466 -0.33 0.07 0.32
C 1.188 3.260 4.778 0.15 0.10 -0.19
C 1.051 2.104 1.760 -0.27 0.36 -0.02
C -0.170 2.967 1.637 -0.08 -0.11 -0.06
N 1.077 1.022 1.082 0.13 -1.49 -1.40
H 5.371 1.999 2.123 0.18 -0.01 0.00
H 4.675 3.557 2.573 0.05 0.08 0.04
H 4.249 2.820 1.030 -0.02 -0.01 -0.12
H 3.518 1.736 3.801 -0.05 -0.07 -0.09
H 3.260 0.858 2.306 -0.03 0.04 0.17
H 1.270 4.450 2.977 0.10 -0.03 0.02
H 2.840 4.103 3.683 -0.05 0.02 -0.08
H 0.228 2.787 4.589 -0.13 -0.02 -0.03
H 1.028 4.129 5.412 -0.02 0.06 0.11
H 1.806 2.545 5.315 0.09 -0.08 0.10
H 0.099 3.947 1.249 0.02 0.14 0.02
H -0.683 3.086 2.587 -0.01 0.12 0.16
H -0.843 2.495 0.932 0.01 -0.01 -0.14
H 1.931 0.474 1.145 0.03 0.28 0.29
C -0.657 3.509 -4.929 -0.14 0.30 -0.68
N -0.449 2.897 -3.613 -0.35 -0.13 0.15
C 0.105 3.878 -2.668 0.33 0.53 0.69
C 0.381 1.632 -3.726 0.44 -0.77 0.36
C 1.730 1.752 -3.078 -0.24 -0.08 -0.06
C 2.751 2.419 -3.756 -0.05 -0.09 0.09
C 3.975 2.619 -3.150 0.19 0.10 -0.11
C 4.189 2.115 -1.879 -0.08 0.09 0.00
C 3.186 1.417 -1.225 -0.11 0.03 0.33
C 1.935 1.226 -1.804 -1.34 -1.28 0.14
H -1.273 4.405 -4.857 -0.01 -0.10 0.19
H -1.145 2.802 -5.596 0.03 -0.05 0.09
H 0.311 3.790 -5.344 0.01 -0.07 0.08
H -1.352 2.594 -3.211 0.23 0.08 -0.05
H 1.100 4.178 -2.990 -0.12 0.04 -0.10
H 0.168 3.410 -1.687 -0.07 -0.03 -0.11
H -0.549 4.747 -2.617 -0.13 -0.08 -0.12
H 0.482 1.383 -4.781 -0.16 0.11 -0.05
H -0.167 0.825 -3.226 0.03 0.41 -0.35
H 2.588 2.772 -4.769 -0.04 0.05 -0.04
H 4.762 3.159 -3.658 0.04 -0.02 -0.09
H 5.152 2.257 -1.404 0.02 -0.03 0.07
H 3.417 1.004 -0.254 -0.06 -0.09 0.01

=====

2.
42
Properties=species:S:1:pos:R:3:forces:R:3 method="wB97M-V/def2-TZVPD" de_lowest_kcal_mol=70.3 lumo_energy_ev="-3.2 / -3.2" largest_force_ha_per_bohr=0.0405 homo_lumo_gap_ev="3.009 / 3.008"
C -2.739 0.185 -4.111 -0.26 -0.07 -0.19
C -2.471 -0.977 -3.402 0.60 0.22 0.07
C -1.756 -0.963 -2.177 -0.89 -0.04 0.27
C -1.483 0.305 -1.608 -0.55 -0.50 -1.31
C -1.525 1.440 -2.459 -0.57 0.27 -0.02
C -2.242 1.403 -3.669 0.90 -0.40 0.51
C -1.561 -2.329 -1.534 -0.61 -0.11 0.34
C -0.271 -3.213 -1.645 0.77 -0.53 -0.30
N 1.063 -2.711 -1.794 -0.42 0.87 0.72
Cd -1.590 0.869 0.502 1.37 -0.88 -0.26
C -0.775 2.703 -2.081 -0.01 -0.05 0.57
P 0.746 2.169 -1.133 0.13 0.69 -0.40
H -2.843 -1.936 -3.769 0.25 0.28 0.02
H -2.355 2.325 -4.240 0.06 -0.29 0.05
H -3.319 0.133 -5.034 0.10 0.01 0.26
H -1.373 3.374 -1.435 0.14 -0.10 -0.28
H -0.435 3.256 -2.974 -0.44 -0.09 0.35
H -1.835 -2.296 -0.465 0.10 0.25 -0.23
H -2.304 -2.982 -2.022 0.03 0.26 0.47
H -0.224 -3.796 -0.713 -0.35 0.00 -0.46
C 1.272 3.792 -0.458 0.13 -0.10 0.05
C 1.864 2.037 -2.591 0.21 -0.26 0.14
H -0.404 -3.937 -2.465 -0.48 0.14 0.12
C 1.430 -1.845 -2.871 0.10 0.02 -0.32
C 1.948 -2.763 -0.661 0.15 0.10 0.14
H 0.284 1.698 1.755 -0.24 0.89 -0.56
H 1.972 -2.402 -3.651 -0.04 0.24 -0.14
H 0.550 -1.365 -3.327 0.25 -0.14 0.06
H 2.105 -1.052 -2.504 -0.25 -0.16 -0.16
H 2.706 -3.546 -0.789 0.11 0.02 0.15
H 2.478 -1.804 -0.529 -0.18 -0.25 0.12
H 1.375 -2.983 0.247 0.29 0.13 -0.06
H 1.960 3.008 -3.096 -0.03 -0.21 0.12
H 2.850 1.698 -2.249 -0.17 0.09 -0.19
H 1.469 1.296 -3.297 0.09 0.14 0.18
H 1.312 4.561 -1.239 0.03 -0.05 0.25
H 0.568 4.086 0.334 0.25 0.07 -0.18
H 2.265 3.654 -0.006 -0.26 0.22 -0.09
H 0.369 1.082 2.146 0.00 -1.04 0.74
Se 0.051 -0.539 6.315 -0.17 0.19 0.58
C 0.329 -0.724 4.573 0.43 -0.51 -1.98
N 0.544 -0.911 3.425 -0.57 0.67 0.85

=====

3.
144
Properties=species:S:1:pos:R:3:forces:R:3 method="wB97M-V/def2-TZVPD" lumo_energy_ev=-5.8 largest_force_ha_per_bohr=0.0637 charge=+3 homo_lumo_gap_ev=10.798
F -0.502 -0.172 -0.223 -0.24 0.12 -0.22
C -4.254 -0.930 0.714 -0.50 0.32 -0.09
C -4.151 -1.474 -0.743 -0.20 -0.89 1.31
C -2.862 -2.250 -0.748 0.43 -0.08 2.58
N -2.552 -3.180 -1.857 0.49 0.19 0.25
C -2.305 -2.240 -2.987 -0.82 -0.71 -1.48
C -1.788 -3.018 -4.204 0.89 0.00 0.75
C -0.509 -3.829 -3.883 -0.50 -1.79 -1.45
C -0.731 -4.821 -2.722 -1.50 1.54 1.48
C -1.228 -3.858 -1.548 0.41 -1.45 -1.28
C -3.631 -4.190 -2.058 0.24 -0.43 -0.36
H -4.903 -0.066 0.826 -0.59 -0.15 -0.34
H -3.321 -0.503 1.040 0.87 -0.12 -0.08
H -4.560 -1.657 1.481 0.01 -0.07 -0.52
H -4.064 -0.667 -1.416 -0.42 0.98 -0.90
H -4.979 -2.154 -0.987 -0.07 0.64 0.06
H -2.955 -2.845 0.181 0.56 -0.19 -0.44
H -2.024 -1.517 -0.607 -0.22 -0.77 -0.14
H -1.629 -1.509 -2.544 0.09 0.19 -0.50
H -3.300 -1.809 -3.211 0.67 0.13 0.02
H -1.651 -2.378 -5.068 0.20 0.33 0.04
H -2.540 -3.708 -4.504 -0.83 -0.58 -0.31
H 0.301 -3.134 -3.753 0.60 0.11 0.54
H -0.239 -4.476 -4.746 -0.16 0.78 0.12
H 0.143 -5.394 -2.347 -0.37 0.60 -0.46
H -1.566 -5.576 -2.882 1.25 0.86 -0.27
H -0.496 -3.072 -1.400 -0.05 0.22 0.19
H -1.336 -4.456 -0.674 -0.35 -0.12 1.01
H -3.410 -4.817 -2.900 0.41 -0.15 -0.40
H -4.590 -3.762 -2.333 0.01 0.35 0.62
H -3.629 -4.869 -1.202 -0.39 0.44 0.12
C -2.931 6.861 -0.705 2.37 2.24 0.30
C -2.750 5.417 -0.333 -0.04 -1.17 -0.55
C -1.933 4.677 -1.417 -0.21 -0.43 1.40
N -1.757 3.095 -1.188 1.05 2.12 -1.26
C -2.966 2.254 -1.409 -0.78 0.18 0.17
C -3.590 2.467 -2.803 -0.80 0.21 0.35
C -2.573 2.165 -3.879 1.02 -0.34 -0.19
C -1.235 2.908 -3.660 0.44 -0.22 0.41
C -0.690 2.693 -2.234 -1.34 -0.84 0.23
C -1.236 2.824 0.192 0.11 0.66 -1.29
H -1.930 7.452 -0.691 -1.20 -1.32 -0.37
H -3.444 7.494 -0.003 -0.71 -0.41 0.71
H -3.389 7.093 -1.642 -0.28 -0.37 -0.80
H -3.704 4.889 -0.261 -0.20 0.20 0.21
H -2.242 5.341 0.620 0.01 -0.01 0.27
H -0.920 5.088 -1.415 0.01 -0.31 -0.14
H -2.389 4.870 -2.374 -0.06 -0.34 -0.26
H -3.657 2.416 -0.537 0.44 0.02 -1.03
H -2.570 1.235 -1.317 -0.17 -0.02 0.01
H -4.022 3.471 -2.945 0.30 -0.20 0.35
H -4.468 1.802 -2.907 0.45 0.14 0.16
H -2.900 2.409 -4.886 -0.40 -0.06 0.04
H -2.394 1.067 -3.850 0.15 0.49 -0.14
H -1.281 3.997 -3.875 -0.20 -0.73 0.04
H -0.463 2.513 -4.335 -0.26 0.06 0.07
H 0.155 3.333 -2.052 0.53 0.06 0.20
H -0.478 1.617 -1.981 0.02 0.90 -0.36
H -0.852 1.799 0.160 0.34 -0.01 0.31
H -2.126 2.873 0.767 -0.48 0.08 1.17
H -0.552 3.652 0.446 -0.06 -0.76 0.06
C -3.793 -3.896 5.358 -1.20 -0.56 -0.28
C -2.822 -2.954 6.033 -0.32 0.50 0.33
C -2.578 -1.916 4.928 0.66 1.28 1.68
N -1.162 -1.315 4.838 -0.84 -0.21 0.02
C -1.352 -0.266 3.773 1.23 -0.13 -0.71
C -0.022 0.369 3.432 0.32 1.36 1.36
C 0.418 1.186 4.711 0.50 0.68 -2.23
C 0.542 0.232 5.854 1.27 -0.93 0.17
C -0.721 -0.628 6.115 0.84 -0.15 -0.41
C -0.150 -2.361 4.527 -1.46 -0.85 -1.34
H -4.260 -4.708 5.924 0.20 0.48 0.51
H -3.304 -4.426 4.555 0.18 -0.01 -0.62
H -4.632 -3.270 4.943 0.69 -0.74 0.24
H -1.894 -3.412 6.464 -0.96 0.30 -0.43
H -3.407 -2.442 6.816 0.74 -0.27 0.14
H -3.214 -1.006 5.109 0.37 -1.02 -0.30
H -2.809 -2.331 3.962 0.19 -0.04 -0.46
H -2.060 0.463 4.173 0.18 0.00 0.03
H -1.787 -0.682 2.863 -0.08 -0.50 0.25
H -0.148 0.962 2.523 0.14 0.09 0.17
H 0.794 -0.332 3.266 -0.28 -0.38 -0.43
H -0.267 2.020 4.834 -0.38 -0.02 0.43
H 1.395 1.686 4.515 -0.51 -0.47 0.19
H 0.944 0.734 6.743 -0.72 -0.16 0.12
H 1.438 -0.428 5.574 -1.32 0.52 0.52
H -1.603 -0.111 6.425 -0.26 0.78 0.52
H -0.484 -1.407 6.834 -0.16 -0.07 0.10
H -0.273 -3.200 5.228 -0.11 0.30 -0.47
H 0.829 -1.976 4.651 0.72 0.28 -0.12
H -0.343 -2.653 3.460 0.42 -0.08 1.05
C 1.396 0.774 -6.050 -1.03 -0.32 -0.49
C 1.231 -0.062 -4.778 -0.96 -0.68 -0.36
C 2.187 0.326 -3.716 0.92 -0.30 1.14
C 1.957 -0.441 -2.410 -1.13 0.36 -1.36
P 2.899 -0.073 -0.979 -0.36 1.39 1.79
C 2.284 -1.098 0.358 -0.48 1.34 1.06
C 2.411 -2.590 0.192 -0.23 0.29 1.54
C 2.202 -3.270 1.558 0.34 -0.54 -0.15
C 3.121 -2.963 2.769 0.26 -0.43 -0.90
C 4.652 -0.350 -1.066 -0.35 -1.50 0.27
C 5.418 0.523 -1.983 1.90 0.75 -0.64
C 6.932 0.584 -1.591 -0.86 -0.08 -0.12
C 7.270 1.527 -0.475 0.01 0.66 0.90
C 2.650 1.692 -0.413 -0.02 -1.00 0.41
C 3.369 2.191 0.860 1.72 -1.48 -0.01
C 2.809 3.561 1.241 -0.65 -1.30 0.12
C 3.420 4.202 2.492 0.82 -1.39 -1.09
H 2.423 0.748 -6.469 -0.57 0.09 0.44
H 1.062 1.821 -5.866 0.42 -0.62 -0.32
H 0.720 0.309 -6.814 0.58 0.72 0.39
H 1.368 -1.142 -5.035 -0.13 0.65 0.23
H 0.188 0.031 -4.324 0.92 -0.07 -0.81
H 2.120 1.347 -3.478 -0.72 1.81 0.24
H 3.207 0.319 -4.043 0.75 -0.75 -0.38
H 2.104 -1.485 -2.596 0.16 -0.97 -0.05
H 0.875 -0.324 -2.186 0.56 -0.11 0.56
H 1.187 -0.807 0.518 1.23 -0.14 -0.25
H 2.906 -0.746 1.238 -0.69 -0.42 -0.74
H 3.352 -2.878 -0.222 0.69 -0.34 -0.40
H 1.598 -2.951 -0.410 -0.21 -0.20 -0.70
H 2.166 -4.327 1.322 0.42 -0.44 0.27
H 1.179 -3.078 1.839 -0.54 0.36 0.29
H 3.124 -3.773 3.478 -0.36 -0.49 0.23
H 2.771 -2.104 3.303 -0.07 0.78 0.28
H 4.193 -2.844 2.568 -0.27 0.22 -0.45
H 4.836 -1.445 -1.216 -0.04 0.86 -0.01
H 4.938 -0.138 -0.041 0.21 -0.01 0.42
H 5.017 1.525 -2.018 -0.18 0.54 0.17
H 5.399 0.191 -3.005 -0.30 -0.44 -0.46
H 7.529 0.814 -2.469 0.00 0.01 -0.09
H 7.187 -0.403 -1.262 0.39 -0.82 -0.07
H 6.991 2.555 -0.743 0.34 -0.08 0.11
H 8.328 1.470 -0.180 -0.22 0.22 -0.48
H 6.766 1.307 0.479 -0.26 -0.14 -0.27
H 1.582 1.775 -0.234 -0.40 -0.19 -0.07
H 2.873 2.360 -1.210 0.26 0.50 -0.95
H 4.500 2.200 0.684 -1.39 0.12 0.25
H 3.191 1.424 1.670 0.20 0.92 -0.50
H 1.733 3.237 1.409 0.73 1.30 -0.13
H 2.932 4.202 0.364 -0.44 0.16 0.10
H 4.499 4.436 2.307 -1.00 0.23 0.21
H 3.409 3.435 3.263 -0.07 0.20 0.41
H 2.810 5.037 2.756 0.06 0.74 0.46